Record 1
The following is a quantum chemistry calculation of C23H30N5O4PdS3Se as an isolated structure in a non-equilibrium geometry, from the Open Molecules 2025 dataset.

Summary:
**Electronic energy**: -5192.98502 Eh
**HOMO-LUMO gap (spin up / spin down)**: 0.230 / 0.201 Ha
**ΔE to the lowest compared entry with this formula, charge and spin**: 8.5 kcal per mole
**LUMO level (spin up / spin down)**: 1.90 / 1.10 eV
**Net charge**: -1
**Spin multiplicity**: 3

Geometry (Å):
Pd: 0.14531 1.95647 1.62956
C: 4.21065 1.08033 4.90019
S: 2.67748 0.14739 5.09039
C: 1.56805 1.08300 4.04626
S: 2.19045 1.62851 2.51762
N: 0.43859 1.49312 4.59002
N: -0.59068 1.71296 3.65738
C: -1.68161 2.27304 4.20633
C: -3.02010 2.21248 3.79516
C: -3.57219 1.15838 2.97478
C: -4.87308 1.28215 2.49341
C: -5.70151 2.26301 3.01601
C: -5.12499 3.18407 3.89263
N: -3.92413 3.08579 4.38402
H: 4.69886 1.12636 5.89266
H: 4.02973 2.09141 4.54008
H: 4.93456 0.61691 4.18827
H: -1.57113 2.77519 5.23766
H: -2.98933 0.26584 2.61982
H: -5.30417 0.57562 1.82941
H: -6.76144 2.41110 2.70584
H: -5.67225 4.09367 4.19288
O: -2.08426 4.41585 -0.24348
S: -1.62184 3.07435 -0.19210
O: -0.09655 2.84057 -0.26546
O: -1.87551 2.46878 1.18820
O: -2.27952 2.36800 -1.35724
C: 4.31141 -2.35165 1.56717
C: 3.19359 -3.04100 0.76747
C: 2.93720 -2.43034 -0.58424
C: 2.80790 -0.90149 -0.60018
N: 1.72005 -0.41911 -1.44014
C: 0.42573 -0.31249 -1.16666
Se: -0.34628 -0.66747 0.51574
N: -0.28811 -0.10774 -2.36487
C: -1.57290 0.30821 -2.52204
C: -2.77870 -0.60307 -2.20045
C: -3.12350 -1.64434 -3.25200
C: -2.11873 -2.80764 -3.38875
C: 0.65193 -0.28803 -3.46812
C: 0.51665 -0.60021 -4.82517
C: 1.71754 -0.72383 -5.56705
C: 2.95864 -0.75492 -4.97270
C: 3.02409 -0.73604 -3.59350
C: 1.90815 -0.40268 -2.85711
H: 4.62117 -3.06024 2.37312
H: 4.05434 -1.39295 2.10021
H: 5.21878 -2.08896 1.00679
H: 2.28856 -3.09325 1.44022
H: 3.59735 -4.04639 0.59756
H: 1.98745 -2.83738 -1.05662
H: 3.80040 -2.67543 -1.22510
H: 3.70171 -0.39655 -0.98840
H: 2.56996 -0.55343 0.40571
H: -1.72308 0.74756 -3.49581
H: -1.89678 1.31014 -1.70748
H: -3.60057 0.05676 -1.91925
H: -2.56195 -1.14085 -1.24022
H: -3.23384 -1.08731 -4.19268
H: -4.12077 -2.02031 -3.04895
H: -1.18713 -2.49075 -3.76397
H: -2.53336 -3.64389 -3.93756
H: -1.99793 -3.31490 -2.41836
H: -0.45852 -0.72394 -5.26698
H: 1.61157 -0.85875 -6.64982
H: 3.85507 -0.87428 -5.54959
H: 3.91353 -1.01545 -3.04053

Force components x, y, z for each atom (eV/Å):
Pd -1.399 -0.895 -0.215
C 1.242 -0.263 -0.130
S -0.502 0.489 0.030
C -0.158 1.613 0.369
S 0.816 -0.762 0.302
N 0.158 -1.432 -0.619
N -1.692 0.686 2.051
C 3.972 -0.057 2.059
C -4.321 -1.640 -0.993
C 1.192 0.374 -0.552
C -0.260 0.147 1.600
C -0.297 0.907 -0.683
C -1.264 0.191 0.121
N 3.081 0.141 -1.056
H -0.294 -0.010 -0.461
H -0.206 -0.055 0.149
H -0.673 0.163 0.470
H 0.095 -0.873 -1.544
H -0.203 1.368 0.398
H -0.004 -0.685 -0.550
H 1.041 -0.243 0.120
H -0.061 -0.721 0.213
O 0.247 1.452 0.112
S 0.913 -1.073 0.522
O -1.084 0.837 -1.480
O -0.912 0.167 -1.622
O -0.493 1.729 2.176
C 0.352 0.539 1.447
C 0.222 0.057 1.199
C -0.808 0.050 -1.303
C -0.630 0.448 0.702
N 1.359 -0.385 -2.418
C -2.125 0.320 -1.283
Se 0.417 1.027 -0.107
N 4.879 -2.050 0.101
C -4.119 0.840 0.947
C 1.531 -0.993 1.105
C -0.207 0.289 -0.403
C -1.815 -0.355 1.411
C -0.609 -0.256 2.030
C 0.850 0.810 0.375
C -1.820 -0.043 -0.610
C -0.105 -0.204 0.421
C 0.701 0.320 1.022
C -0.729 -0.505 0.665
H -0.085 0.579 -0.486
H -0.268 -0.901 -0.603
H -0.213 -0.363 -0.277
H 0.753 0.014 -0.942
H -0.563 -0.107 0.050
H 1.191 0.207 0.504
H -0.410 -0.233 -0.021
H -0.125 -0.147 0.439
H 0.267 0.209 0.007
H 0.232 0.158 -0.481
H 1.323 -1.758 -1.534
H -0.249 -0.026 -0.475
H -0.071 0.369 -0.632
H 0.141 -0.292 -0.187
H -0.253 -0.391 0.100
H 1.170 0.179 -0.463
H -0.036 0.108 -0.901
H 0.362 0.610 0.114
H -0.068 0.209 -0.195
H 0.167 0.029 0.425
H 0.196 -0.183 -0.220
H 0.262 0.268 -0.309

***

Record 2
The following is a quantum chemistry calculation of C23H31As2N3O5Ru as an isolated structure in a non-equilibrium geometry, from the Open Molecules 2025 dataset.

Summary:
**Electronic energy**: -6001.67769 Eh
**HOMO-LUMO gap (spin up / spin down)**: 0.230 / 0.242 Ha
**ΔE to the lowest compared entry with this formula, charge and spin**: 56.6 kcal per mole
**LUMO level (spin up / spin down)**: -4.79 / -4.48 eV
**Net charge**: +1
**Spin multiplicity**: 2

Geometry (Å):
Ru: 0.39258 -0.04550 -0.19442
O: -3.76840 2.64201 3.76369
C: -2.93453 2.13125 2.86178
C: -2.11957 2.92212 2.04068
C: -1.27075 2.28401 1.15898
N: -1.21488 0.96933 1.06091
C: -1.97604 0.19523 1.82856
C: -2.85200 0.73437 2.74610
C: -1.73418 -1.31850 1.61858
O: -2.04717 -2.08187 2.51301
O: -1.17368 -1.61386 0.52128
C: -0.27984 3.03813 0.21489
O: -0.28257 4.24647 0.24475
O: 0.42696 2.25611 -0.48197
H: -3.75923 3.60903 3.76628
H: -2.12298 4.00031 2.08487
H: -3.45332 0.09736 3.37448
C: 0.44742 -0.76866 4.14860
As: 1.21037 -0.88819 2.34171
C: 1.70570 -2.78792 2.38074
C: 2.95465 0.00355 2.56293
C: 3.48231 0.27740 3.82163
C: 4.66935 0.97526 3.96151
C: 5.35432 1.41000 2.84006
C: 4.84949 1.13028 1.58419
C: 3.65038 0.44219 1.43326
As: 2.97747 0.05512 -0.35450
C: 3.82182 1.43971 -1.45917
C: 4.22705 -1.42887 -0.78337
H: 1.09686 -1.28288 4.86069
H: -0.52483 -1.26452 4.15541
H: 0.32219 0.27457 4.44589
H: 2.37657 -2.99149 3.21978
H: 2.18118 -3.08956 1.44514
H: 0.78013 -3.35520 2.50882
H: 2.96127 -0.05696 4.70795
H: 5.05721 1.18650 4.94634
H: 6.27342 1.96670 2.94105
H: 5.38865 1.46477 0.70770
H: 4.91117 1.35430 -1.45097
H: 3.51508 2.41653 -1.08235
H: 3.47994 1.35061 -2.49357
H: 5.19877 -1.20269 -0.34067
H: 4.34409 -1.52470 -1.86522
H: 3.87158 -2.37564 -0.37645
C: 0.72215 -2.23946 -2.41251
C: 0.67817 -2.75307 -3.88647
N: -0.16496 -1.86986 -4.65290
C: 0.39110 -0.54131 -4.68906
C: 0.49363 -0.00445 -3.22498
N: -0.05639 -1.01179 -2.32587
C: -1.44950 -1.27136 -2.66295
C: -1.50355 -1.84855 -4.11418
H: 1.75739 -2.02243 -2.11334
H: 0.29455 -2.96706 -1.71752
H: 0.27036 -3.76285 -3.93232
H: 1.67532 -2.75883 -4.33050
H: -0.25339 0.09674 -5.29478
H: 1.37694 -0.58416 -5.15598
H: -0.06168 0.93068 -3.10052
H: 1.54220 0.17437 -2.95446
H: -2.00883 -0.33397 -2.59290
H: -1.85965 -1.97651 -1.93674
H: -2.13384 -1.23235 -4.75776
H: -1.89740 -2.86602 -4.11946

Force components x, y, z for each atom (eV/Å):
Ru -2.668 0.315 2.636
O -0.263 0.009 0.236
C 0.551 -0.003 -0.513
C -0.091 -0.425 0.047
C 0.636 0.889 -0.535
N 0.945 -0.991 -0.848
C -0.234 -0.578 0.083
C 0.064 0.038 -0.017
C -0.869 0.927 1.536
O -0.047 -0.061 -0.157
O 1.989 0.281 -2.046
C -1.788 0.277 1.901
O 0.241 -0.017 -0.300
O 1.849 -2.534 -1.415
H 0.063 -0.121 -0.084
H 0.042 0.134 -0.068
H -0.035 -0.123 0.027
C -0.417 0.314 -0.226
As 1.191 0.275 -0.307
C -0.314 0.058 -0.278
C -0.238 0.109 -0.183
C -0.201 -0.235 0.019
C 0.062 0.036 0.006
C -0.022 -0.063 0.073
C -0.051 -0.039 -0.392
C -0.387 0.019 0.186
As 0.460 -0.116 -0.115
C -0.455 0.139 0.009
C -0.543 -0.040 -0.130
H 0.120 0.042 -0.277
H 0.079 0.044 -0.137
H 0.051 -0.093 -0.080
H -0.086 0.227 -0.100
H -0.056 0.078 0.101
H 0.077 0.045 -0.064
H -0.002 0.033 0.054
H 0.005 0.010 0.089
H 0.069 0.031 0.003
H 0.047 0.053 0.034
H -0.196 -0.153 0.140
H 0.007 -0.068 -0.037
H -0.012 -0.056 0.166
H -0.172 0.168 0.010
H -0.089 0.027 0.088
H -0.025 0.058 -0.011
C 0.634 -0.838 -0.106
C 0.007 -0.008 0.353
N -0.034 -0.386 -0.969
C 0.103 0.350 0.258
C 0.392 0.541 -1.088
N 0.911 1.531 1.815
C -1.005 -0.208 -0.020
C -0.088 0.111 0.302
H -0.290 -0.085 0.006
H 0.083 0.101 0.023
H 0.061 -0.012 -0.006
H -0.029 -0.056 0.044
H 0.061 0.000 -0.012
H -0.058 0.064 -0.028
H 0.132 -0.112 0.097
H -0.281 0.001 -0.008
H 0.100 -0.088 0.092
H 0.059 0.161 0.026
H -0.007 -0.049 0.067
H -0.039 0.067 0.029

***

Question: Among the records above, which one has the lowest electronic energy?
Answer: C23H31As2N3O5Ru

***

Question: Which formula does entry 1 have?
Answer: C23H30N5O4PdS3Se

***

Question: net charge of number 1 (C23H30N5O4PdS3Se)?
Answer: -1